Below is an isolated molecule of C4H2BN3O2S at a distorted geometry, with properties calculated with ωB97M-V/def2-TZVPD.

Last column: natural (NBO) charge in e.
Element x y z (Å)
N (-2.0437, -3.5163, -0.3426)  -0.284
C (-1.9400, -2.3618, -0.3282)  0.414
N (-1.6294, -1.0808, -0.2060)  -0.464
C (-1.2377, 0.0950, -0.1390)  0.639
C (-0.8229, 1.3878, -0.1083)  -0.486
C (-1.6852, 2.3557, 0.3465)  0.241
N (-2.4406, 3.2010, 0.5670)  -0.274
S (0.9105, 1.6891, -0.4797)  0.032
B (1.8318, 0.1613, 0.1088)  0.921
O (1.1809, -0.6086, 0.9163)  -0.894
O (2.9365, -0.2246, -0.4848)  -0.865
H (1.8178, -1.2673, 1.4150)  0.520
H (3.1221, 0.1695, -1.2651)  0.500

Results
- SMILES: N#CN=C=C(C#N)SB(O)O
- Gap between HOMO and LUMO: 7.81 eV
- E_HOMO: -9.01 eV
- Energy above the lowest of the compared OMol25 structures with the same formula, charge and spin: 0.353 eV
- Electronic energy: -891.41297 Ha